This record from the Open Molecules 2025 dataset describes one molecule with the formula C10H16 at a distorted geometry. The level of theory is wB97M-V/def2-TZVPD.

Structure (XYZ):
```
26
Properties=species:S:1:pos:R:3:forces:R:3:mulliken_charge:R:1
C -1.25252 -0.21350 1.11243 -2.231 -0.949 1.034 -1.171
C -2.20701 -0.87772 1.52312 1.812 1.114 -0.822 1.610
C -0.42882 2.04164 0.66922 -0.313 -1.754 0.581 1.294
C -0.24572 0.66581 0.57429 -0.297 1.794 -0.070 -0.307
C -3.28417 -1.77922 1.99436 0.225 0.427 -0.665 -1.298
C 0.46263 3.06664 0.04841 1.135 -0.385 0.338 -1.395
C -1.55149 2.66413 1.51877 0.436 -0.403 -0.542 -1.582
C 0.82766 0.11234 -1.67916 0.410 -0.172 0.062 -1.428
C 2.28965 0.21712 0.47882 0.048 0.068 -0.276 -1.312
C 0.89754 -0.06289 -0.15823 -0.014 -0.537 0.097 0.253
H -4.25071 -1.25003 2.11017 0.552 -0.281 -0.126 0.300
H -2.98680 -2.18465 2.95472 -0.129 -0.234 0.163 0.288
H -3.39087 -2.59770 1.25644 -0.117 0.330 0.503 0.288
H -0.06485 3.78600 -0.57098 -0.223 -0.026 -0.133 0.333
H 0.94350 3.63996 0.85765 -0.143 0.002 -0.183 0.355
H 1.28317 2.61018 -0.51830 -0.359 0.262 -0.032 0.232
H -1.80825 2.04027 2.37440 -0.008 -0.008 -0.077 0.419
H -1.26851 3.66303 1.86940 0.122 -0.215 -0.033 0.396
H -2.44948 2.80220 0.91483 -0.116 -0.081 -0.037 0.286
H -0.17952 0.03954 -2.07186 -0.336 -0.032 0.198 0.351
H 1.40579 -0.66854 -2.19547 0.090 0.347 0.192 0.401
H 1.19904 1.08535 -1.93750 0.302 0.457 -0.485 0.293
H 2.61933 1.26183 0.41171 -0.297 -0.122 -0.160 0.241
H 3.09987 -0.37492 0.01703 -0.475 0.041 0.091 0.382
H 2.27287 -0.00671 1.54885 -0.084 -0.142 -0.117 0.354
H 0.71040 -1.14840 -0.05158 0.009 0.496 0.499 0.418
```
Positions in Å, forces in eV/Å.

- Net charge: 0
- HOMO level: -7.962 eV
- Energy relative to the best compared isomer or geometry (same formula, charge and spin): 53.3 kcal per mole
- HOMO-LUMO gap: 0.3283 hartree
- E_LUMO: 0.97 eV
- SMILES: CC#CC(=C(C)C)C(C)C